Formula: C84H210N14O28
Source: the Open Molecules 2025 dataset
Level of theory: ωB97M-V with the def2-TZVPD basis set

The calculation puts the largest force on an atom at 3.2 eV/A. The HOMO energy is -8.08 eV. The calculation puts the gap between HOMO and LUMO at 8.49 eV. Its relative energy (zero: lowest compared OMol25 entry of this formula, charge and spin) is 137.0 kcal per mole.

```
336
C84H210N14O28, DFT ωB97M-V with the def2-TZVPD basis set
H -5.150 5.710 -0.700
H 3.034 1.167 -0.006
H 5.651 -3.083 2.045
H -0.047 -5.417 5.962
C -9.007 -4.287 -11.809
C 3.072 5.290 0.341
C -5.216 4.622 -0.682
N 3.070 -3.829 2.496
N -1.183 1.775 1.238
H 6.953 -0.290 0.315
H 4.549 -3.321 -3.353
H 0.083 -3.763 3.994
H -2.604 -11.189 1.848
N -3.229 6.147 -4.393
C -4.064 4.501 1.520
O -3.771 8.530 -6.229
H 8.439 -0.842 -3.830
H 0.203 3.262 -2.835
C -7.564 -3.764 -9.935
H -1.640 -0.186 3.632
H 6.971 -0.359 -4.737
H -3.909 5.573 1.642
C 1.865 -0.318 3.320
N -6.822 -3.641 -7.552
C -5.542 -3.510 -5.372
H 8.309 2.586 -3.107
H 4.802 -1.979 9.895
O -1.534 -0.527 -0.589
H -0.042 -4.332 -0.120
C -2.429 8.611 3.237
H -6.704 -3.392 -10.492
H 3.404 5.916 -2.296
H -4.397 4.166 -1.238
H -1.829 5.063 5.563
H 1.487 -0.380 0.055
H 1.519 -1.212 3.839
C 1.503 -1.018 -0.829
H -6.698 0.420 -3.059
C -2.202 -1.444 -1.478
O -8.852 -3.586 -10.557
H 5.558 -2.738 0.383
C -0.061 3.510 6.758
H 0.225 1.687 -0.322
H 1.538 -4.683 6.313
C 7.386 -0.572 -3.751
H -4.764 -0.034 3.298
H -0.840 -1.699 3.637
H -8.662 -2.982 -8.222
N -3.086 3.872 3.675
H -5.286 5.896 -4.607
H -9.105 -5.311 -11.446
H -4.317 5.685 -6.033
H -3.207 0.375 2.371
H 7.650 5.812 -0.479
H 7.434 -2.405 5.958
H -4.752 10.316 -5.997
C -1.047 -4.754 -0.118
H 6.872 -2.606 -3.669
H 0.444 2.182 -12.387
H 0.051 6.204 -4.537
C 4.037 1.574 0.125
C 0.850 0.322 -10.562
O 5.631 -4.725 0.804
H -1.023 0.806 1.469
H -3.636 9.870 6.064
H -1.479 1.036 -2.049
C -3.564 9.720 4.987
H 1.374 -6.426 6.188
C 4.345 -1.204 9.279
H -5.109 -0.369 -3.146
H 6.257 6.206 1.346
H -5.165 4.355 3.322
N -4.808 -0.288 1.266
H -4.323 3.872 5.384
O 8.171 3.902 -0.190
H 3.936 3.111 3.663
H -6.612 -9.535 1.153
O -1.037 4.799 -3.625
H -2.795 1.126 -0.896
H 2.256 7.299 -2.157
C 6.631 -1.745 -3.047
C 6.782 5.254 1.432
H 10.109 3.301 0.084
C 5.890 -2.034 7.617
H 3.556 7.809 4.967
H 2.430 -1.759 -3.189
O -5.189 4.242 0.676
C 8.256 1.656 -3.673
H -6.038 -4.045 -8.044
H -3.455 -12.243 4.610
O -5.263 -10.726 2.228
H 5.101 -2.573 7.093
H 0.537 2.610 6.899
H -5.526 -3.716 0.642
H 5.049 -0.536 -2.624
C 0.145 4.347 -2.919
H -1.224 1.840 -11.773
H -4.854 8.255 -4.398
H 0.221 -7.313 2.349
H 7.015 -4.477 -0.699
H 2.426 6.883 3.059
N 5.196 -1.443 -3.043
C 5.657 -1.180 4.570
C 4.827 0.706 1.150
H 6.444 3.386 1.850
O -4.246 -4.245 -1.044
C -1.605 -1.134 4.169
C -2.234 4.117 5.920
H -7.392 -1.940 -8.722
H -5.518 -10.797 4.359
C 4.443 -2.590 -2.551
H 7.686 -4.264 0.943
C 5.794 4.309 3.429
O 6.475 -0.629 5.626
C -3.341 3.529 5.057
H 3.199 -2.611 8.089
H 2.687 5.230 1.359
H -2.568 -13.750 4.189
C 1.025 -5.480 5.774
H 6.170 -1.983 4.042
C 1.814 -0.708 6.623
C 6.942 -1.636 6.553
H -4.586 -8.088 1.848
C 1.045 1.809 2.439
H -0.589 1.218 -13.325
C -5.579 -9.882 1.145
H -1.286 -0.091 -8.965
H 2.012 -1.590 6.013
O 1.842 6.636 5.033
H -5.622 -3.043 -4.390
H 0.089 -0.240 -4.463
O -1.256 3.137 6.100
C -4.324 3.846 2.849
H -4.392 -2.302 3.073
H -4.200 -6.081 0.830
H -2.802 -10.212 3.296
H 4.731 -0.344 0.874
C 7.196 4.918 -0.050
H 1.791 0.762 -10.895
H -4.655 2.809 2.803
H -3.274 10.677 4.553
C -4.727 7.829 -5.393
C -5.357 1.021 0.971
C 3.080 3.825 -0.222
C -0.266 -0.354 -7.177
O 1.392 -5.348 4.409
H -4.285 -5.970 -2.160
H 2.220 5.255 3.581
H -4.788 -8.288 -1.019
H -4.583 1.781 0.860
H -3.985 -1.576 -6.430
C 5.170 -3.430 1.130
H -2.994 5.247 -4.000
N 5.374 -0.827 8.315
H -2.636 4.316 6.913
C -1.996 6.705 -4.852
H -1.642 -3.981 0.368
C -4.435 6.309 -5.148
H 3.108 7.210 6.483
H 4.681 -1.464 4.965
H -5.993 1.381 1.779
H -0.878 2.811 2.912
H -6.140 -1.833 -6.679
C -3.499 -2.348 -5.834
C -0.839 -9.987 2.470
O -2.874 -1.702 4.264
C -3.507 -1.671 2.997
H 4.490 3.385 1.133
H 1.696 -3.205 4.459
H -3.435 8.492 2.835
N 3.731 2.893 0.683
H 4.225 0.733 2.058
C 1.111 -1.109 -9.953
H 1.902 -0.996 -9.213
O -2.582 8.721 4.649
H -0.632 -2.071 -10.067
C 3.021 -1.628 8.525
H -5.115 -9.246 3.660
C 2.907 -2.204 -2.316
H -6.170 -3.388 -0.914
H 5.502 -0.403 3.822
H 8.093 1.023 0.614
H -0.086 3.592 1.600
H 3.719 7.345 -1.387
H 2.063 3.539 -0.490
H 0.490 1.072 -9.858
C -5.226 -3.452 -0.372
H -0.108 -10.640 1.993
C 3.607 -3.309 1.276
H 2.485 -0.567 2.459
H -0.183 1.375 -5.209
H -1.709 7.102 1.764
H -9.951 -4.016 -12.280
H -3.174 4.046 1.084
H 4.097 5.652 0.418
H -1.764 -1.579 -8.237
O -1.194 -0.177 -6.128
H 3.309 -2.276 1.098
H -0.408 -9.647 3.411
C 9.426 3.995 0.572
H -3.567 -9.160 0.822
H 2.470 0.270 4.009
C -0.893 -0.950 -8.422
H -2.537 -2.619 -6.268
C -0.251 2.610 2.043
H -2.275 -2.474 -1.128
H 0.576 4.167 6.166
H -3.408 -12.946 2.968
H -1.449 0.497 -4.222
C 0.359 6.129 3.135
C -1.687 7.305 2.834
H 0.544 -1.003 -6.845
C -4.126 -6.617 -0.116
C -4.681 -5.641 -1.199
O 2.808 -1.350 -1.165
O 7.384 0.634 -3.017
H -5.480 -10.581 0.315
H 1.080 4.661 -3.384
C -7.640 -2.995 -8.600
H -6.277 -1.058 -2.122
H 1.695 2.421 3.064
C 6.955 -4.802 0.340
H -3.138 10.406 -6.739
C -5.927 -0.091 -2.482
H 7.782 -1.162 7.060
H -0.684 6.773 -3.037
H -1.225 -0.944 5.173
C 7.041 0.788 0.457
H -0.251 7.751 4.174
O 2.305 6.168 -0.406
H 7.692 5.411 2.010
H -7.458 -2.704 -5.837
H 6.316 4.716 -0.661
H 0.269 0.572 -7.387
C 4.955 3.144 4.048
H 0.772 -0.857 6.907
N -0.062 -1.693 -9.324
H 3.063 2.297 5.945
O -0.006 0.213 -11.682
H 4.125 -0.262 9.781
C -4.558 -8.729 0.967
H 0.979 -0.490 -1.626
N -1.115 -8.823 1.631
O 2.760 -0.546 7.654
H 6.803 4.120 3.797
H -3.251 2.454 5.209
H -5.768 -5.641 -1.274
H 7.834 1.952 -4.634
C 0.035 -7.944 1.480
H -3.077 -6.803 -0.344
O -4.158 -3.574 -5.894
H -6.749 -9.877 3.494
H 1.410 -1.781 -10.758
C -4.056 -0.295 2.511
H 3.849 6.062 5.328
H -2.129 6.407 3.264
H -1.541 -4.894 -1.079
H -5.961 -4.505 -5.227
H 0.936 -1.925 -0.615
H -0.266 4.025 7.696
H 1.022 -8.394 1.370
H -6.073 4.232 -1.233
H 0.561 5.894 2.090
H -7.404 -4.835 -9.811
H -1.141 2.803 -0.573
H -3.302 -1.999 -4.821
O -1.082 -5.823 0.779
O -1.689 -11.932 3.578
H 4.931 -0.247 7.616
C -3.728 9.948 -5.945
O 0.726 0.537 3.084
H -2.548 3.151 3.215
H -4.835 -2.436 -0.320
C 1.784 6.250 3.671
H -4.261 -0.574 0.466
C 1.628 -3.855 2.473
C -0.222 -6.856 0.385
C -2.830 -12.741 3.869
N 5.918 4.231 2.023
C -0.854 6.172 -3.930
O 4.904 3.264 5.478
H 4.838 -2.960 -1.606
H 3.112 -3.725 0.398
H -0.234 5.282 3.480
H 0.190 4.739 -1.903
H -2.052 7.790 -4.776
N -0.319 7.403 3.228
H 7.006 -1.924 -2.039
H 2.276 -3.075 -2.141
C -2.095 -10.830 2.743
H -1.669 -1.459 -2.429
C -6.127 0.901 -0.376
H -2.034 9.564 2.884
H 6.425 -2.749 8.243
H 5.350 2.191 3.695
H -5.697 7.853 -5.891
H 4.389 2.278 7.178
H -0.608 -7.368 -0.497
H -8.203 -4.145 -12.531
H -6.951 0.196 -0.263
H 1.645 1.520 1.576
O -5.248 0.644 -1.461
N -4.928 -7.827 -0.132
H 2.154 -1.684 9.183
C -0.349 1.442 -12.286
H 9.869 4.988 0.648
C 1.147 -3.992 3.942
H 6.809 1.290 -0.482
H 5.532 5.270 3.871
H 3.634 3.932 -1.155
H 1.233 -4.666 1.862
H 3.310 -4.810 2.501
H 4.432 1.231 5.835
C -1.750 0.840 -1.012
H 1.263 -2.885 2.133
C 3.168 6.906 5.438
H -3.242 10.246 -5.016
H -3.139 -1.001 -1.818
C -6.516 -2.810 -6.376
C -0.853 1.813 -0.220
C 4.138 2.242 6.118
C -0.635 0.419 -4.942
C -5.695 -10.154 3.496
H -2.911 -2.190 2.246
H -6.767 1.777 -0.480
H -1.876 6.394 -5.890
H 9.319 1.470 -3.831
H 4.515 1.533 -0.854
C 2.931 6.630 -1.623
O 6.142 1.197 1.477
H -1.810 -8.356 2.196
H 0.800 -6.571 0.133
H -4.542 9.452 4.587
H 1.740 0.223 6.061
H 9.282 3.684 1.606
H 7.197 -5.861 0.431
```